1.
Formula: C22H49FNO10P2
Source: OMol25
Level of theory: ωB97M-V/def2-TZVPD

Molecular weight: 568.58 Da
LUMO: 0.077 Ha
Charge: -1
Kohn-Sham gap: 0.24809 Ha
HOMO energy: -0.17096 Ha

Geometry as XYZ:
```
85
C22H49FNO10P2 | OMol25 | ωB97M-V/def2-TZVPD
C -1.575 2.125 4.013
C -0.313 1.261 3.923
N -0.504 0.130 3.015
C 0.232 0.214 1.734
C 1.755 0.220 1.998
C 2.633 0.890 0.960
C 3.687 1.788 1.576
F 3.291 -0.100 0.208
O -0.162 1.375 1.108
P -0.691 1.263 -0.621
C -1.321 1.025 -2.388
C -2.217 2.098 -2.984
C -3.554 2.287 -2.285
O -1.501 3.343 -3.100
O -0.592 -0.529 -0.440
C -0.355 -0.941 0.844
P 0.476 -2.598 0.782
O 0.517 -3.258 -0.543
H -2.222 1.808 4.829
H -1.311 3.169 4.190
H -2.111 2.077 3.070
H 0.511 1.896 3.602
H -0.075 0.886 4.919
H -0.286 -0.743 3.479
H 2.149 -0.788 2.124
H 1.928 0.714 2.953
H 2.031 1.466 0.269
H 4.480 2.004 0.865
H 4.097 1.315 2.471
H 3.201 2.713 1.887
H 0.689 1.190 -1.044
H -0.638 2.691 -0.683
H -2.040 1.220 -0.117
H -0.494 0.882 -3.089
H -1.887 0.092 -2.400
H -2.456 1.777 -4.008
H -4.125 3.086 -2.764
H -4.124 1.362 -2.350
H -3.428 2.541 -1.235
H -2.155 4.033 -3.143
H -1.310 -1.180 1.341
H -0.239 -3.348 1.743
H 1.767 -2.528 1.347
O 2.083 0.664 7.699
C 3.085 1.278 7.467
O 3.135 2.044 6.359
C 4.220 2.933 6.082
C 5.378 2.230 5.406
C 4.310 1.164 8.350
H 4.529 3.453 6.991
H 3.795 3.682 5.417
H 5.811 1.460 6.045
H 6.162 2.944 5.151
H 5.036 1.749 4.491
H 4.878 0.289 8.036
H 3.971 1.008 9.371
H 4.963 2.033 8.332
O -5.630 -6.876 -1.340
C -4.487 -6.600 -1.595
O -3.827 -5.756 -0.792
C -2.413 -5.509 -0.922
C -2.080 -4.463 -1.957
C -3.803 -7.140 -2.833
H -1.889 -6.449 -1.104
H -2.108 -5.164 0.064
H -2.386 -4.773 -2.958
H -1.007 -4.275 -1.949
H -2.584 -3.525 -1.728
H -4.054 -6.490 -3.671
H -4.203 -8.131 -3.030
H -2.722 -7.209 -2.756
O -3.441 1.486 -6.682
C -2.270 1.431 -6.924
O -1.640 0.250 -6.762
C -0.257 0.058 -7.057
C 0.627 0.451 -5.891
C -1.469 2.662 -7.283
H 0.018 0.575 -7.978
H -0.166 -1.010 -7.253
H 0.542 1.513 -5.660
H 1.671 0.231 -6.117
H 0.338 -0.102 -4.998
H -1.189 3.161 -6.355
H -2.113 3.325 -7.854
H -0.572 2.465 -7.865
```

Results of the Löwdin charge analysis, in e, for atoms 1 through 6:
1 C -0.093
2 C -0.273
3 N -0.002
4 C -0.556
5 C -0.077
6 C -0.368


2.
Formula: C22H49N2OP3ReS
Source: OMol25
Level of theory: ωB97M-V/def2-TZVPD

Molecular weight: 668.84 Da
Relative energy (zero: lowest compared OMol25 entry of this formula, charge and spin): 334.90 kJ/mol
<S²>: 3.866
LUMO (alpha / beta): -0.511 / -0.581 Ha
Multiplicity: 4
Charge: +4
Kohn-Sham gap (alpha / beta): 0.12850 / 0.09236 Ha
HOMO energy (alpha / beta): -0.63979 / -0.67339 Ha

Geometry as XYZ:
```
79
C22H49N2OP3ReS | OMol25 | ωB97M-V/def2-TZVPD
Re -1.338 -0.468 -1.210
P -0.285 1.462 -2.102
P -2.868 -1.295 -2.617
P 2.596 0.977 1.753
H -0.147 -2.509 -2.642
C -0.013 -1.853 -1.770
C -0.778 -2.304 -0.537
H -1.438 -3.170 -0.687
C 1.199 1.280 -3.171
C -1.515 2.353 -3.119
C 0.265 2.795 -0.976
C -3.447 -2.988 -2.454
C -4.318 -0.211 -2.471
C -2.227 -1.127 -4.311
C 3.359 0.091 3.134
C 1.813 2.540 2.205
C 3.483 1.052 0.177
H 1.064 -1.674 -1.580
H -0.155 -2.420 0.356
H 1.165 1.960 -4.036
H 1.246 0.251 -3.540
H 2.117 1.489 -2.607
H -1.040 3.214 -3.605
H -2.339 2.723 -2.494
H -1.937 1.700 -3.889
H 1.352 2.748 -0.844
H -0.211 2.694 0.008
H -0.002 3.774 -1.399
H -4.345 -3.166 -3.043
H -3.652 -3.199 -1.399
H -2.652 -3.671 -2.783
H -5.096 -0.592 -3.129
H -4.097 0.831 -2.713
H -4.695 -0.219 -1.443
H -2.654 -1.939 -4.897
H -1.140 -1.219 -4.355
H -2.488 -0.165 -4.765
H 3.604 0.609 4.049
H 4.194 -0.492 2.756
H 2.616 -0.676 3.402
H 2.274 3.006 3.067
H 0.749 2.365 2.429
H 1.816 3.286 1.397
H 4.531 0.793 0.291
H 3.468 2.018 -0.335
H 3.034 0.345 -0.504
C 3.252 -2.871 0.824
C 4.049 -2.956 -0.390
C 5.179 -3.744 -0.328
C 5.296 -4.670 0.749
C 4.202 -4.918 1.613
C 3.088 -4.098 1.532
O 2.811 -1.776 1.254
H 1.699 -0.106 1.688
H 3.818 -2.273 -1.206
H 5.953 -3.678 -1.102
H 6.182 -5.319 0.806
H 4.212 -5.775 2.292
H 2.163 -4.267 2.065
C -0.661 -0.010 3.540
N -1.250 1.230 3.001
C -1.711 2.180 4.038
C -1.971 1.156 1.845
S -2.110 -0.351 0.973
N -2.752 2.171 1.448
C -2.339 3.581 1.518
C -3.897 1.898 0.578
H -0.230 0.215 4.526
H 0.133 -0.380 2.881
H -1.436 -0.786 3.652
H -1.193 3.149 3.948
H -2.802 2.331 3.970
H -1.469 1.743 5.019
H -1.297 3.695 1.838
H -2.440 4.014 0.517
H -3.012 4.113 2.202
H -4.643 2.673 0.755
H -4.310 0.916 0.826
H -3.583 1.916 -0.467
```

Results of the Löwdin charge analysis, in e, for atoms 1 through 6:
1 Re 0.788
2 P 0.739
3 P 0.688
4 P 0.955
5 H 0.098
6 C -0.323


3.
Formula: C22H49N3O3
Source: OMol25
Level of theory: ωB97M-V/def2-TZVPD

Molecular weight: 403.65 Da
Relative energy (zero: lowest compared OMol25 entry of this formula, charge and spin): 161.10 kJ/mol
LUMO: 0.027 Ha
SMILES: CC1(C)CCCC(C)(C)N1O.CC1(C)CCCC(C)(C)N1O.COC[C@H](C)N
Kohn-Sham gap: 0.33107 Ha
HOMO energy: -0.30385 Ha

Geometry as XYZ:
```
77
C22H49N3O3 | OMol25 | ωB97M-V/def2-TZVPD
C 1.849 -20.838 -31.019
C 2.084 -22.258 -31.572
C 0.784 -23.061 -31.383
C 2.373 -22.154 -33.132
C 3.752 -21.811 -33.519
C 4.833 -22.479 -32.798
C 4.741 -22.502 -31.272
C 5.700 -23.629 -30.901
C 5.149 -21.222 -30.607
N 3.345 -22.944 -30.981
O 3.218 -23.305 -29.651
H 0.905 -20.423 -31.375
H 1.645 -21.033 -29.966
H 2.659 -20.126 -31.172
H 0.227 -22.654 -30.539
H 0.152 -23.173 -32.264
H 1.071 -24.096 -31.198
H 2.040 -23.125 -33.499
H 1.685 -21.561 -33.734
H 3.817 -21.870 -34.605
H 4.051 -20.772 -33.378
H 5.814 -22.100 -33.089
H 4.921 -23.532 -33.065
H 6.743 -23.521 -31.198
H 5.203 -24.568 -31.146
H 5.795 -23.600 -29.816
H 6.224 -21.064 -30.690
H 4.844 -21.132 -29.565
H 4.710 -20.376 -31.136
H 3.140 -24.261 -29.616
C 6.834 -28.644 -16.784
C 6.721 -27.141 -16.526
C 6.193 -26.856 -15.096
C 8.206 -26.552 -16.489
C 8.737 -26.243 -17.900
C 7.872 -25.198 -18.585
C 6.477 -25.884 -18.888
C 5.610 -24.681 -19.355
C 6.526 -26.960 -19.939
N 5.910 -26.414 -17.590
O 4.533 -26.939 -17.724
H 7.438 -28.814 -17.676
H 7.393 -29.303 -16.119
H 5.870 -29.047 -17.093
H 6.822 -27.237 -14.292
H 6.102 -25.771 -15.060
H 5.171 -27.216 -14.974
H 8.302 -25.636 -15.907
H 8.931 -27.179 -15.970
H 9.772 -25.902 -17.869
H 8.796 -27.131 -18.528
H 8.332 -24.892 -19.525
H 7.744 -24.313 -17.961
H 6.097 -24.212 -20.210
H 5.480 -23.873 -18.635
H 4.587 -25.042 -19.464
H 7.016 -27.867 -19.586
H 6.752 -26.675 -20.966
H 5.553 -27.419 -20.113
H 4.570 -27.619 -18.401
C 4.683 -16.406 -24.629
O 5.877 -15.916 -24.086
C 6.399 -16.702 -23.116
C 7.870 -16.205 -22.839
C 8.829 -16.537 -23.991
N 8.426 -16.922 -21.704
H 4.491 -15.863 -25.555
H 3.825 -16.296 -23.966
H 4.738 -17.477 -24.824
H 5.841 -16.588 -22.187
H 6.268 -17.774 -23.263
H 7.987 -15.138 -22.647
H 8.464 -16.156 -24.945
H 8.698 -17.614 -24.094
H 9.877 -16.284 -23.831
H 9.278 -16.396 -21.573
H 8.864 -17.798 -21.952
```

Results of the Löwdin charge analysis, in e, for atoms 1 through 6:
1 C -0.040
2 C -0.428
3 C -0.036
4 C -0.144
5 C -0.222
6 C -0.176


Number 3 is which compound?
C22H49N3O3